[1]
The following is a quantum chemistry calculation of one molecule with the formula C2HNOS in a non-equilibrium geometry, from OMol25.

Properties
net charge	0
energy above the lowest of the compared OMol25 structures with the same formula, charge and spin	57.9	kcal/mol
structure (SMILES)	N#CC(=O)S
largest force on an atom	0.273	Eh/bohr

Each line ends with the Löwdin charge.
Cartesian coordinates (Å):
1 N -1.361 -0.661 -1.822  0.202
2 C -0.542 -0.773 -0.855  -0.205
3 C 0.304 -0.349 0.107  -0.653
4 O 1.527 -0.729 0.233  0.017
5 S -0.395 1.324 0.712  0.827
6 H 0.467 1.189 1.625  -0.188

=====

[2]
The following is a quantum chemistry calculation of a 2-piece molecular cluster, C5H8N overall in a non-equilibrium geometry, from OMol25.

Properties
net charge	+1
energy above the lowest of the compared OMol25 structures with the same formula, charge and spin	207.1	kcal/mol
largest force on an atom	0.086	Eh/bohr

Each line ends with the Löwdin charge.
Cartesian coordinates (Å):
1 C 1.188 -1.386 -0.348  -0.112
2 C 0.292 -0.773 0.322  0.003
3 C -3.400 0.219 -0.405  0.083
4 C -2.992 -0.172 0.735  0.357
5 C 2.209 0.882 -0.061  -0.069
6 N 1.773 -0.362 0.515  -0.172
7 H 1.443 -2.003 -1.205  0.113
8 H -4.443 0.747 -0.607  0.189
9 H -2.568 0.231 -1.048  0.098
10 H -2.362 -0.443 1.524  0.056
11 H 1.912 0.879 -1.184  0.119
12 H 1.510 1.715 0.255  0.099
13 H 3.298 1.125 0.143  0.115
14 H 2.139 -0.661 1.365  0.122

=====

[3]
The following is a quantum chemistry calculation of a 2-piece molecular cluster, C3H10OS overall in a non-equilibrium geometry, from OMol25.

Properties
net charge	0
energy above the lowest of the compared OMol25 structures with the same formula, charge and spin	57.4	kcal/mol
structure (SMILES)	CSC.CO
largest force on an atom	0.108	Eh/bohr

Each line ends with the Löwdin charge.
Cartesian coordinates (Å):
1 C 1.723 0.108 0.002  -0.459
2 S 0.522 -0.323 -1.261  0.756
3 C 0.171 -2.080 -0.525  -0.292
4 H 1.612 1.130 0.429  0.037
5 H 2.684 0.489 -0.609  0.064
6 H 2.066 -0.680 0.639  0.023
7 H 0.830 -2.728 -0.996  -0.003
8 H 0.321 -2.044 0.540  0.029
9 H -0.885 -2.178 -0.770  0.026
10 C -1.891 1.640 1.756  -0.169
11 O -0.965 0.870 0.966  -0.262
12 H -2.705 2.214 1.179  0.074
13 H -2.377 0.937 2.417  0.051
14 H -1.198 2.624 2.166  0.139
15 H -0.999 0.441 0.065  -0.015

=====

[4]
The following is a quantum chemistry calculation of one molecule with the formula C5H11N in a non-equilibrium geometry, from OMol25.

Properties
net charge	0
energy above the lowest of the compared OMol25 structures with the same formula, charge and spin	13.0	kcal/mol
structure (SMILES)	CN1CCCC1
largest force on an atom	0.025	Eh/bohr

Each line ends with the Löwdin charge.
Cartesian coordinates (Å):
1 C -1.315 -0.888 1.205  -0.129
2 N -0.337 -0.890 0.151  -0.213
3 C -0.743 -0.035 -0.958  -0.211
4 C 0.489 0.776 -1.340  -0.190
5 C 1.180 0.937 0.005  -0.186
6 C 1.019 -0.479 0.550  -0.196
7 H -1.039 -1.520 2.048  0.076
8 H -1.547 0.112 1.630  0.086
9 H -2.279 -1.291 0.864  0.084
10 H -1.557 0.660 -0.705  0.113
11 H -1.107 -0.609 -1.820  0.112
12 H 1.137 0.317 -2.084  0.108
13 H 0.262 1.756 -1.783  0.109
14 H 2.207 1.282 -0.074  0.104
15 H 0.667 1.628 0.680  0.111
16 H 1.238 -0.623 1.606  0.112
17 H 1.726 -1.132 0.027  0.110

=====

[5]
The following is a quantum chemistry calculation of a 4-piece molecular cluster, C4H13NO3 overall, from OMol25.

Properties
net charge	0
energy above the lowest of the compared OMol25 structures with the same formula, charge and spin	56.7	kcal/mol
structure (SMILES)	C=NC(=C)C.O.O.O
largest force on an atom	0.012	Eh/bohr

Each line ends with the Löwdin charge.
Cartesian coordinates (Å):
1 C 1.877 1.413 2.020  -0.045
2 N 0.968 2.004 1.375  0.029
3 C -0.026 1.199 0.738  -0.448
4 C 0.013 1.063 -0.572  0.049
5 C -1.094 0.681 1.645  -0.044
6 H 2.627 2.021 2.508  0.065
7 H 1.973 0.320 2.127  0.085
8 H 0.794 1.573 -1.132  0.068
9 H -0.693 0.446 -1.098  0.038
10 H -0.671 0.221 2.531  0.071
11 H -1.734 -0.031 1.135  0.071
12 H -1.715 1.504 2.010  0.089
13 O -1.420 -2.667 -0.689  -0.048
14 H -0.667 -3.141 -1.071  0.057
15 H -1.111 -2.322 0.156  0.036
16 O 3.148 -1.218 -1.079  -0.060
17 H 3.060 -0.847 -0.196  0.014
18 H 3.574 -0.524 -1.588  0.034
19 O -3.109 -0.824 -2.323  -0.071
20 H -2.258 -1.134 -1.972  -0.013
21 H -2.970 0.127 -2.377  0.024

=====

[6]
The following is a quantum chemistry calculation of a 2-piece molecular cluster, C6H15NS overall in a non-equilibrium geometry, from OMol25.

Properties
net charge	0
energy above the lowest of the compared OMol25 structures with the same formula, charge and spin	70.2	kcal/mol
largest force on an atom	0.104	Eh/bohr

Each line ends with the Löwdin charge.
Cartesian coordinates (Å):
1 C -0.362 -0.390 1.445  -0.306
2 C 0.631 0.721 1.870  -0.585
3 S 2.370 0.035 1.686  0.568
4 C -1.537 -0.122 0.507  -0.237
5 N -1.207 0.405 -0.844  -0.188
6 C -0.007 -0.322 -1.370  -0.277
7 C 0.148 -0.151 -2.877  -0.100
8 C -2.391 0.031 -1.661  -0.123
9 H 0.186 -1.194 0.931  0.053
10 H -0.645 -0.909 2.374  0.110
11 H 0.480 1.084 2.898  0.059
12 H 0.354 1.523 1.177  0.057
13 H 2.284 1.083 0.176  0.093
14 H -2.199 0.612 0.980  0.117
15 H -2.078 -1.082 0.387  0.119
16 H 0.129 -1.351 -1.017  0.114
17 H 0.863 0.210 -0.950  0.052
18 H -0.260 0.848 -3.081  0.076
19 H -0.461 -0.889 -3.454  0.078
20 H 1.165 -0.305 -3.245  0.072
21 H -2.426 0.548 -2.634  0.081
22 H -3.251 0.437 -1.080  0.091
23 H -2.551 -1.027 -1.785  0.079

=====

[7]
The following is a quantum chemistry calculation of C5H6O2 as an isolated structure, from OMol25.

Properties
net charge	0
energy above the lowest of the compared OMol25 structures with the same formula, charge and spin	66.5	kcal/mol
largest force on an atom	0.008	Eh/bohr

Each line ends with the Löwdin charge.
Cartesian coordinates (Å):
1 C 0.560 -0.523 1.281  -0.116
2 O -0.725 0.093 1.386  -0.059
3 C -1.159 0.391 0.090  -0.212
4 C -0.212 1.068 -0.878  -0.171
5 O 1.139 0.936 -0.462  -0.035
6 C 0.888 -0.476 -0.212  -0.198
7 C -0.463 -0.412 -0.956  -0.062
8 H 0.536 -1.514 1.754  0.127
9 H 1.294 0.106 1.794  0.130
10 H -2.218 0.616 0.035  0.157
11 H -0.466 1.901 -1.525  0.148
12 H 1.690 -1.123 -0.578  0.155
13 H -0.862 -1.063 -1.727  0.136

=====

[8]
The following is a quantum chemistry calculation of a 2-piece molecular cluster, CH3Br2P overall in a non-equilibrium geometry, from OMol25.

Properties
net charge	0
energy above the lowest of the compared OMol25 structures with the same formula, charge and spin	58.7	kcal/mol
largest force on an atom	0.020	Eh/bohr

Each line ends with the Löwdin charge.
Cartesian coordinates (Å):
1 C -0.214 0.195 0.061  -0.473
2 P -1.531 1.439 0.373  0.429
3 Br 0.644 3.713 2.030  -0.209
4 Br -1.556 2.463 -1.557  0.195
5 H -0.071 -0.008 -0.998  0.014
6 H -0.477 -0.725 0.586  0.025
7 H 0.721 0.557 0.486  0.020